Entry 1:
{"formula": "C8H6BBrN4O9", "method": "ωB97M-V/def2-TZVPD", "e_homo_ev": -9.174, "e_tot_ev": -103497.7510, "largest_force_ev_per_a": 8.79, "lumo_ev": -3.10, "total_charge": 0, "homo_lumo_gap_ev": 6.07, "elements": ["N", "C", "N", "C", "N", "N", "C", "C", "O", "Br", "H", "H", "H", "H", "H", "H", "B", "O", "C", "O", "C", "O", "O", "O", "C", "O", "C", "O", "O"], "positions_angstrom": [[-2.542, -1.035, 0.134], [-3.630, -0.273, -0.215], [-4.967, -0.614, -0.834], [-5.621, 0.783, -0.863], [-4.687, 1.845, -0.298], [-3.505, 1.209, 0.063], [-2.314, 1.994, 0.646], [-1.343, 2.318, -0.675], [-1.212, 3.592, -1.054], [-0.388, 0.918, -1.745], [-1.778, -1.360, -0.498], [-2.502, -1.396, 1.134], [-6.719, 1.005, -1.251], [-4.840, 2.871, -0.168], [-1.697, 1.368, 1.426], [-2.713, 3.019, 1.077], [3.881, -1.250, 0.240], [4.739, -0.981, -0.917], [3.948, -0.991, -1.999], [4.344, -0.799, -3.138], [2.588, -1.258, -1.608], [1.627, -1.333, -2.357], [2.519, -1.417, -0.279], [4.322, -2.454, 0.951], [4.611, -2.081, 2.206], [5.011, -2.843, 3.071], [4.378, -0.669, 2.362], [4.546, -0.021, 3.382], [3.942, -0.149, 1.206]], "nbo_charge": [-0.91, 0.60, -0.36, 0.22, -0.35, -0.18, -0.32, 0.41, -0.50, 0.14, 0.47, 0.44, 0.29, 0.47, 0.30, 0.27, 1.13, -0.63, 0.64, -0.53, 0.67, -0.59, -0.64, -0.64, 0.65, -0.53, 0.65, -0.54, -0.65]}

Entry 2:
{"formula": "C3H11N3O", "method": "ωB97M-V/def2-TZVPD", "de_lowest_kcal_mol": 97.41, "e_homo_ev": -6.756, "e_tot_ev": -9803.7772, "largest_force_ev_per_a": 4.33, "lumo_ev": 0.51, "total_charge": 0, "homo_lumo_gap_ev": 7.27, "elements": ["C", "N", "H", "H", "H", "H", "H", "C", "N", "N", "C", "O", "H", "H", "H", "H", "H", "H"], "positions_angstrom": [[1.911, -1.305, 1.036], [1.102, -1.198, -0.163], [1.695, -1.113, -0.993], [-0.139, -0.860, 0.014], [2.938, -0.935, 0.907], [1.999, -2.338, 1.403], [1.453, -0.718, 1.841], [-1.174, 0.256, -0.071], [-1.905, 0.348, 1.125], [0.295, 1.525, -1.513], [-0.147, 1.206, -0.286], [-1.961, 0.067, -1.241], [-2.262, -0.850, -1.210], [-2.646, -0.339, 1.199], [-2.313, 1.262, 1.295], [1.007, 2.232, -1.619], [-0.277, 1.187, -2.280], [0.425, 1.572, 0.555]], "nbo_charge": [-0.41, -0.99, 0.36, 0.38, 0.17, 0.16, 0.16, 0.10, -0.84, -0.76, 0.16, -0.74, 0.48, 0.37, 0.36, 0.40, 0.42, 0.21]}

Entry 3:
{"formula": "C5H5N5O2", "method": "ωB97M-V/def2-TZVPD", "e_homo_ev": [-7.072, -9.718], "s_squared": 2.038, "e_tot_ev": -16804.8811, "largest_force_ev_per_a": 9.45, "spin_multiplicity": 3, "lumo_ev": [0.62, -2.27], "total_charge": 0, "homo_lumo_gap_ev": [7.69, 7.45], "elements": ["C", "C", "C", "C", "C", "N", "N", "N", "N", "N", "O", "O", "H", "H", "H", "H", "H"], "positions_angstrom": [[-1.277, 0.734, 2.255], [-1.642, 0.995, 0.860], [0.661, -0.150, 1.462], [0.352, 0.234, 0.175], [0.483, -2.370, -2.816], [-0.113, 0.135, 2.453], [-0.827, 0.732, -0.084], [0.960, -0.114, -2.042], [-0.192, -2.347, -3.799], [1.143, 0.003, -0.918], [1.120, -2.650, -1.881], [2.575, -0.361, -0.470], [-1.910, 0.985, 3.167], [-2.705, 1.280, 0.460], [1.616, -0.701, 1.657], [2.832, -1.208, -0.871], [-0.577, -1.469, -4.121]], "nbo_charge": [-0.04, 0.04, -0.01, 0.24, 0.87, -0.38, -0.43, 0.00, -0.75, 0.03, -0.56, -0.54, 0.21, 0.20, 0.21, 0.49, 0.42]}

Entry 4:
{"formula": "C5H7NO", "method": "ωB97M-V/def2-TZVPD", "de_lowest_kcal_mol": 109.21, "e_homo_ev": -8.369, "e_tot_ev": -8831.4672, "largest_force_ev_per_a": 1.38, "lumo_ev": 0.99, "total_charge": 0, "homo_lumo_gap_ev": 9.36, "elements": ["C", "C", "C", "N", "C", "C", "O", "H", "H", "H", "H", "H", "H", "H"], "positions_angstrom": [[-1.480, -1.036, 0.438], [-0.077, -0.662, 0.162], [0.479, 0.591, -0.468], [-0.228, 1.780, -0.760], [0.989, 0.180, 0.831], [1.700, -0.496, -0.305], [0.845, -1.621, -0.368], [-2.067, -0.128, 0.604], [-1.911, -1.567, -0.421], [-1.516, -1.688, 1.310], [0.042, 2.667, -0.351], [-0.615, 1.896, -1.685], [1.208, 0.690, 1.757], [2.684, -0.572, -0.752]], "nbo_charge": [-0.64, 0.24, 0.06, -0.83, -0.30, 0.08, -0.50, 0.23, 0.23, 0.22, 0.38, 0.38, 0.23, 0.22]}

Entry 5:
{"formula": "C19H17BrF2N4O3Ti", "method": "ωB97M-V/def2-TZVPD", "e_homo_ev": [1.056, 1.063], "e_tot_ev": -130677.2990, "largest_force_ev_per_a": 0.74, "lumo_ev": [4.81, 4.81], "total_charge": -2, "homo_lumo_gap_ev": [3.75, 3.74], "elements": ["Ti", "C", "O", "C", "C", "C", "C", "C", "C", "N", "N", "C", "O", "C", "C", "C", "C", "C", "C", "C", "O", "H", "H", "H", "H", "H", "H", "H", "H", "H", "H", "H", "H", "F", "C", "F", "H", "Br", "N", "C", "C", "C", "N", "H", "H", "H", "H"], "positions_angstrom": [[1.241, 0.201, -0.419], [1.601, -0.497, -4.558], [0.247, -0.179, -4.876], [-0.718, -0.716, -4.048], [-1.838, -1.276, -4.657], [-2.855, -1.782, -3.831], [-2.744, -1.758, -2.465], [-1.594, -1.215, -1.801], [-1.484, -1.205, -0.416], [-0.390, -0.730, 0.273], [-0.522, -0.825, 1.631], [0.479, -0.248, 2.222], [1.435, 0.321, 1.539], [0.556, -0.236, 3.693], [1.614, 0.419, 4.327], [1.704, 0.449, 5.711], [0.741, -0.177, 6.493], [-0.314, -0.837, 5.867], [-0.408, -0.868, 4.487], [-0.590, -0.654, -2.660], [0.466, -0.021, -2.119], [2.128, -0.583, -5.513], [1.669, -1.439, -4.013], [2.060, 0.278, -3.945], [-1.890, -1.317, -5.737], [-3.742, -2.216, -4.286], [-3.539, -2.168, -1.848], [-2.281, -1.626, 0.187], [2.361, 0.896, 3.705], [2.534, 0.963, 6.183], [0.813, -0.156, 7.574], [-1.070, -1.334, 6.466], [-1.222, -1.378, 3.989], [2.636, -2.193, -1.745], [2.581, -1.541, -0.493], [2.253, -2.579, 0.402], [3.635, -1.317, -0.262], [3.276, 1.780, -1.003], [-0.999, 2.197, -1.252], [-1.770, 3.274, -1.034], [-1.226, 3.943, 0.042], [-0.128, 3.156, 0.431], [-0.003, 2.109, -0.369], [-1.072, 1.460, -1.946], [-2.630, 3.478, -1.648], [-1.580, 4.855, 0.491], [0.579, 3.294, 1.232]], "nbo_charge": [1.33, -0.25, -0.54, 0.27, -0.40, -0.23, -0.30, -0.04, -0.23, -0.39, -0.36, 0.44, -0.74, 0.02, -0.24, -0.21, -0.27, -0.23, -0.22, 0.13, -0.76, 0.15, 0.20, 0.20, 0.19, 0.18, 0.18, 0.17, 0.24, 0.19, 0.19, 0.19, 0.23, -0.42, 0.19, -0.41, 0.09, -0.62, -0.30, -0.05, -0.37, -0.03, -0.26, 0.46, 0.21, 0.21, 0.22]}

Entry 6:
{"formula": "C17H31F3HgO2P2", "method": "ωB97M-V/def2-TZVPD", "e_homo_ev": [-4.461, -4.688], "e_tot_ev": -53123.1618, "largest_force_ev_per_a": 5.29, "lumo_ev": [-0.19, -0.20], "total_charge": 0, "homo_lumo_gap_ev": [4.27, 4.49], "elements": ["P", "P", "C", "C", "H", "H", "H", "H", "C", "H", "H", "H", "C", "H", "H", "H", "C", "H", "H", "H", "C", "H", "H", "H", "Hg", "C", "C", "C", "C", "C", "C", "C", "C", "C", "H", "H", "H", "H", "H", "H", "H", "H", "H", "H", "H", "H", "H", "H", "H", "F", "C", "F", "F", "C", "O", "O"], "positions_angstrom": [[0.927, -1.917, -1.559], [0.063, 2.444, -1.386], [0.690, -0.286, -2.426], [1.184, 1.060, -1.854], [-0.387, -0.187, -2.677], [1.226, -0.435, -3.390], [1.870, 0.945, -1.002], [1.757, 1.577, -2.655], [-1.348, 2.884, -2.425], [-2.006, 3.606, -1.894], [-1.971, 2.009, -2.701], [-1.017, 3.371, -3.364], [1.149, 3.830, -0.951], [0.687, 4.798, -1.208], [2.098, 3.750, -1.510], [1.375, 3.807, 0.128], [-0.310, -2.934, -2.442], [-0.402, -3.932, -1.980], [-0.035, -3.073, -3.499], [-1.295, -2.444, -2.431], [2.489, -2.719, -1.922], [3.272, -1.952, -1.867], [2.478, -3.146, -2.939], [2.695, -3.531, -1.207], [-1.952, -0.437, -4.949], [-0.568, 1.180, -5.874], [-1.922, 1.339, -6.253], [-2.408, 0.821, -7.599], [-1.982, -0.648, -7.977], [-1.693, -1.579, -6.822], [-0.439, -1.579, -6.121], [0.767, -0.799, -6.633], [0.455, 0.672, -6.882], [0.494, -1.643, 0.139], [-0.127, 1.750, -5.039], [-2.528, 2.122, -5.776], [-2.022, 1.516, -8.367], [-3.511, 0.861, -7.611], [-2.834, -1.062, -8.533], [-1.146, -0.599, -8.694], [-2.251, -2.521, -6.840], [-0.119, -2.446, -5.527], [1.168, -1.234, -7.574], [1.575, -0.871, -5.871], [1.405, 1.238, -6.815], [0.131, 0.808, -7.929], [0.853, -0.689, 0.546], [0.936, -2.436, 0.761], [-0.607, -1.712, 0.153], [-1.220, 0.808, 3.052], [-1.011, 1.983, 2.400], [-2.193, 2.378, 1.853], [-0.639, 2.924, 3.325], [-0.007, 1.789, 1.242], [-0.606, 2.007, 0.033], [1.136, 1.423, 1.408]], "nbo_charge": [1.56, 1.86, -0.79, -0.77, 0.27, 0.26, 0.29, 0.24, -1.02, 0.28, 0.32, 0.27, -1.01, 0.26, 0.25, 0.30, -0.97, 0.25, 0.27, 0.30, -0.98, 0.26, 0.27, 0.27, 0.28, -0.46, -0.37, -0.45, -0.44, -0.47, -0.50, -0.42, -0.45, -1.01, 0.19, 0.23, 0.20, 0.22, 0.22, 0.19, 0.23, 0.20, 0.19, 0.18, 0.21, 0.20, 0.32, 0.26, 0.28, -0.34, 0.89, -0.34, -0.34, 0.36, -0.80, -0.74]}

Entry 7:
{"formula": "C7H9N3O2", "method": "ωB97M-V/def2-TZVPD", "de_lowest_kcal_mol": 143.91, "smiles": "CC/C(C)=C(/C#N)[N+](=O)[O-].C#N", "e_homo_ev": -9.824, "e_tot_ev": -15964.6772, "largest_force_ev_per_a": 4.22, "lumo_ev": -0.31, "total_charge": 0, "homo_lumo_gap_ev": 9.51, "elements": ["C", "C", "C", "C", "C", "C", "N", "N", "O", "O", "H", "H", "H", "H", "H", "H", "H", "H", "C", "N", "H"], "positions_angstrom": [[0.543, 0.506, 2.449], [-0.163, 0.668, 1.151], [-0.345, -0.513, 0.254], [0.288, -1.783, 0.482], [-1.038, -0.500, -0.935], [-1.003, -1.564, -1.779], [-1.185, -2.391, -2.560], [-1.861, 0.680, -1.407], [-2.829, 0.478, -2.099], [-1.511, 1.716, -0.964], [1.500, 0.114, 2.360], [0.637, 1.407, 2.947], [-0.051, -0.030, 3.171], [-1.171, 1.206, 1.298], [0.442, 1.441, 0.653], [1.466, -1.670, 0.397], [-0.229, -2.540, -0.098], [0.192, -2.122, 1.570], [2.184, 1.691, -2.263], [2.114, 0.774, -1.605], [2.021, 2.434, -3.023]], "nbo_charge": [-0.61, -0.47, 0.21, -0.68, -0.14, 0.22, -0.26, 0.56, -0.36, -0.37, 0.21, 0.22, 0.20, 0.25, 0.26, 0.27, 0.25, 0.24, 0.09, -0.33, 0.24]}